{
  "formula": "C28H22BBrCl5N6O3Sc",
  "method": "ωB97M-V/def2-TZVPD",
  "gap_ha": 0.3047,
  "total_charge": 0,
  "species": ["Sc", "O", "C", "C", "C", "C", "C", "C", "C", "O", "N", "N", "C", "C", "Br", "C", "C", "C", "C", "C", "C", "C", "H", "H", "H", "H", "H", "H", "H", "H", "H", "H", "H", "H", "H", "H", "B", "N", "C", "C", "C", "N", "N", "C", "C", "C", "N", "H", "H", "H", "H", "H", "H", "H", "H", "Cl", "C", "C", "Cl", "C", "Cl", "C", "O", "C", "Cl", "C", "Cl"],
  "xyz": [[0.12738, 0.33562, 1.15003], [2.28641, -2.99042, 2.34299], [1.37401, -3.97209, 2.50124], [1.83371, -5.23479, 2.86162], [0.94077, -6.26718, 3.08445], [-0.42121, -6.05331, 2.94066], [-0.87822, -4.80996, 2.53406], [-0.00072, -3.75930, 2.30344], [-0.52384, -2.45375, 1.70744], [0.06478, -1.29457, 2.14572], [-0.27165, -2.60322, 0.24423], [0.04226, -1.53862, -0.47878], [-0.06883, -1.57148, -1.75425], [0.26715, -0.45391, -2.60301], [1.02189, 1.05689, -1.68509], [0.10298, -0.41303, -3.92604], [0.41584, 0.74631, -4.78481], [-0.24633, 1.96199, -4.62752], [0.10314, 3.05308, -5.40675], [1.12609, 2.94741, -6.33768], [1.78123, 1.73683, -6.50897], [1.41509, 0.63699, -5.74982], [1.79250, -2.15171, 2.29147], [2.90251, -5.38313, 2.94699], [1.31049, -7.24051, 3.37941], [-1.12200, -6.85616, 3.12695], [-1.94063, -4.64816, 2.38486], [-1.61629, -2.42133, 1.84571], [-0.71949, -3.38769, -0.21265], [-0.45037, -2.46251, -2.25355], [-0.25396, -1.31155, -4.42093], [-1.04107, 2.04947, -3.89672], [-0.41909, 3.99240, -5.27944], [1.41233, 3.80643, -6.93018], [2.58343, 1.64960, -7.23007], [1.92818, -0.30852, -5.87728], [2.22667, 2.42382, 3.22930], [0.74209, 2.75554, 2.87218], [0.20784, 3.94528, 3.15558], [-1.17351, 3.83850, 3.13618], [-1.40738, 2.51085, 2.81767], [-0.24668, 1.85512, 2.65724], [2.74257, 1.16695, 2.46581], [3.89219, 0.55788, 2.75147], [4.14359, -0.40832, 1.78995], [3.06745, -0.31906, 0.92456], [2.21799, 0.64235, 1.33760], [2.27578, 2.17182, 4.40362], [2.88593, 3.37793, 2.91629], [0.83337, 4.80017, 3.34820], [-1.89091, 4.61931, 3.31561], [-2.35182, 2.00023, 2.71137], [4.47085, 0.84627, 3.61249], [4.96196, -1.10323, 1.74366], [2.87701, -0.87129, 0.01825], [-6.37262, 3.11650, -1.70872], [-4.92992, 2.34621, -1.17996], [-3.74253, 3.07023, -1.09336], [-3.70966, 4.72778, -1.53920], [-2.58156, 2.45682, -0.64631], [-1.09031, 3.32124, -0.59284], [-2.57367, 1.10239, -0.24105], [-1.51402, 0.49719, 0.22690], [-3.77336, 0.38598, -0.40313], [-3.72674, -1.29188, -0.01855], [-4.93799, 0.99356, -0.84667], [-6.38111, 0.07777, -0.99191]],
  "lowdin_charge": [0.865, 0.064, -0.264, -0.011, -0.087, -0.100, -0.046, -0.102, -0.366, -0.224, 0.039, -0.044, -0.179, -0.541, 0.918, -0.088, -0.272, -0.067, -0.072, -0.085, -0.080, -0.038, 0.070, 0.118, 0.103, 0.098, 0.113, 0.125, 0.151, 0.138, 0.128, 0.109, 0.107, 0.103, 0.104, 0.115, -0.387, -0.075, -0.078, -0.047, -0.142, -0.039, -0.061, -0.061, -0.039, -0.166, -0.086, 0.076, 0.073, 0.128, 0.101, 0.122, 0.132, 0.105, 0.104, 0.682, -0.714, -0.703, 0.698, -0.585, 0.710, -0.427, -0.262, -0.594, 0.743, -0.704, 0.698]
}

{
  "formula": "C5H6N2O",
  "method": "ωB97M-V/def2-TZVPD",
  "gap_ha": 0.3469,
  "smiles": "[H]/N=c1\\nccc(C)o1",
  "total_charge": 0,
  "species": ["H", "N", "C", "N", "C", "C", "C", "C", "O", "H", "H", "H", "H", "H"],
  "xyz": [[3.02249, 1.43147, 0.32181], [2.45426, 1.24853, 1.19704], [1.56372, 0.57399, 0.50827], [1.82917, -0.19746, -0.74357], [0.84430, -0.37217, -1.53062], [-0.74157, 0.07388, -1.26819], [-0.80348, 0.23451, 0.10147], [-1.85108, -0.38101, 1.03620], [0.33350, 0.46652, 0.80964], [1.11105, -1.00882, -2.36534], [-1.28602, -0.45675, -2.03026], [-2.17550, 0.41625, 1.64178], [-2.75238, -0.84175, 0.55677], [-1.54847, -1.18717, 1.76501]],
  "lowdin_charge": [0.066, 0.130, -0.503, 0.099, -0.087, 0.064, -0.272, -0.010, 0.068, 0.098, 0.083, 0.055, 0.097, 0.111]
}

{
  "formula": "CH2N3O3",
  "method": "ωB97M-V/def2-TZVPD",
  "gap_ha": 0.3093,
  "total_charge": -1,
  "species": ["C", "N", "N", "N", "O", "O", "O", "H", "H"],
  "xyz": [[-0.41564, -0.09085, 1.32344], [0.97351, 1.05533, -0.49305], [1.19599, 0.05387, -1.10830], [-0.75731, 0.78495, 0.15383], [-1.01705, -1.14024, 1.36302], [-1.17771, -0.08319, -0.94279], [0.48129, 0.43824, 1.96232], [-1.28826, -0.91893, -0.51881], [2.00517, -0.09919, -1.73967]],
  "lowdin_charge": [-0.867, 0.039, -0.011, 0.004, -0.029, -0.158, -0.061, 0.017, 0.066]
}

{
  "formula": "C3H7Br2N3O2",
  "method": "ωB97M-V/def2-TZVPD",
  "gap_ha": 0.3339,
  "smiles": "CN(Br)CCN(Br)[N+](=O)[O-]",
  "total_charge": 0,
  "species": ["C", "N", "Br", "C", "C", "N", "Br", "N", "O", "O", "H", "H", "H", "H", "H", "H", "H"],
  "xyz": [[-2.61437, 0.02106, -1.00834], [-1.59534, -0.40283, 0.01433], [-1.96828, -1.99682, 0.83125], [-0.29832, -0.30839, -0.44662], [0.77159, -0.43615, 0.66207], [1.94751, 0.32681, 0.15768], [3.26517, -0.75198, -0.54671], [2.42865, 1.25916, 1.04086], [1.65722, 1.89431, 1.69440], [3.62995, 1.44693, 1.00339], [-3.66547, 0.16176, -0.44762], [-2.18694, 1.01492, -1.40148], [-2.91439, -0.60747, -1.81200], [0.13081, -0.98153, -1.17384], [-0.20618, 0.71170, -0.90998], [0.49470, 0.10337, 1.53067], [1.12370, -1.45486, 0.81191]],
  "lowdin_charge": [-0.155, -0.654, 0.760, -0.372, -0.237, -0.461, 0.866, -0.504, 0.093, -0.016, 0.114, 0.104, 0.046, 0.103, 0.137, 0.099, 0.077]
}

{
  "formula": "C22H42BrCoN2OS3Si",
  "method": "ωB97M-V/def2-TZVPD",
  "multiplicity": 5,
  "s_squared": 6.0183,
  "gap_ha": [0.2815, 0.2323],
  "total_charge": 2,
  "species": ["Co", "C", "C", "C", "C", "C", "C", "H", "H", "H", "H", "H", "H", "C", "O", "C", "S", "S", "H", "H", "H", "C", "N", "C", "N", "S", "H", "H", "H", "H", "H", "H", "C", "C", "C", "C", "Si", "Br", "C", "C", "C", "C", "C", "C", "C", "C", "H", "H", "H", "H", "H", "H", "H", "H", "H", "H", "H", "H", "H", "H", "H", "H", "H", "H", "H", "H", "H", "H", "H", "H", "H", "H", "H"],
  "xyz": [[-2.74833, -1.46540, -0.07113], [-2.90435, -3.38329, 1.51540], [-3.91252, -3.47887, 0.55364], [-4.84771, -2.44078, 0.40737], [-4.75259, -1.29911, 1.20968], [-3.75446, -1.22174, 2.19087], [-2.84193, -2.26393, 2.34959], [-2.22009, -4.20764, 1.66346], [-4.01628, -4.38479, -0.02647], [-5.66044, -2.53532, -0.29869], [-5.49736, -0.51917, 1.12758], [-3.72948, -0.37348, 2.86169], [-2.10080, -2.21811, 3.13587], [0.16044, 0.59497, -5.30509], [-0.69713, 0.48342, -4.14177], [-1.35799, 1.57767, -3.78706], [-1.22111, 3.09102, -4.41988], [-2.45822, 1.57035, -2.53258], [0.56750, -0.39859, -5.46384], [0.95741, 1.31104, -5.11726], [-0.42327, 0.90531, -6.16880], [0.29158, -3.45363, -3.37581], [-0.79596, -2.53992, -3.04467], [-2.02738, -2.90823, -2.76153], [-2.36467, -4.19535, -2.80797], [-3.20692, -1.68428, -2.37842], [1.18001, -2.86930, -3.59327], [0.04846, -4.04687, -4.25895], [0.50986, -4.11854, -2.53847], [-0.61953, -1.54329, -3.01151], [-1.73855, -4.90245, -3.16218], [-3.33771, -4.43391, -2.71713], [2.69549, -0.90681, -0.18782], [2.69805, -0.09140, 1.11811], [4.04043, 0.66983, 1.23678], [2.59514, -1.10591, 2.26658], [1.37596, 1.24877, 1.22169], [-0.72171, -0.37703, 0.10174], [0.65429, 1.65552, 2.90573], [-0.39792, 2.77157, 2.83592], [-0.01538, 0.45360, 3.59531], [1.84609, 2.14806, 3.76167], [1.34562, 2.57717, -0.10673], [2.27726, 3.69691, 0.42158], [-0.04951, 3.16775, -0.37153], [1.88731, 2.06822, -1.45134], [3.54854, -1.59067, -0.15522], [2.79964, -0.29525, -1.07914], [1.78930, -1.50439, -0.28361], [4.84853, -0.06556, 1.26856], [4.10885, 1.26916, 2.14826], [4.22469, 1.32451, 0.38409], [3.39620, -1.84034, 2.14634], [1.64661, -1.64545, 2.24710], [2.72361, -0.64969, 3.24712], [-1.23304, 2.51274, 2.18290], [0.02157, 3.72182, 2.50892], [-0.79639, 2.92652, 3.84252], [-0.89903, 0.12828, 3.04120], [-0.33718, 0.76959, 4.59174], [0.64501, -0.39864, 3.72156], [2.37493, 2.98850, 3.30516], [2.57181, 1.35992, 3.96483], [1.45566, 2.49244, 4.72283], [1.88802, 4.16532, 1.32700], [2.34483, 4.47230, -0.34618], [3.29214, 3.34841, 0.62623], [-0.42145, 3.75884, 0.45917], [-0.78600, 2.40382, -0.61328], [0.02469, 3.83607, -1.23453], [2.91744, 1.71945, -1.38451], [1.87383, 2.90140, -2.15944], [1.26561, 1.26689, -1.86000]],
  "lowdin_charge": [0.209, -0.066, -0.100, -0.114, -0.076, -0.075, -0.084, 0.134, 0.126, 0.132, 0.138, 0.134, 0.128, -0.054, -0.226, -1.388, 0.794, 0.668, 0.091, 0.089, 0.097, -0.028, -0.014, -0.777, 0.158, 0.685, 0.098, 0.102, 0.100, 0.094, 0.117, 0.113, -0.110, -0.620, -0.065, -0.089, 0.895, 0.463, -0.616, -0.084, -0.096, -0.062, -0.613, -0.060, -0.106, -0.086, 0.098, 0.058, 0.026, 0.105, 0.082, 0.074, 0.100, 0.075, 0.073, 0.082, 0.076, 0.100, 0.035, 0.101, 0.059, 0.082, 0.074, 0.105, 0.075, 0.107, 0.078, 0.067, -0.017, 0.094, 0.071, 0.098, 0.067]
}

{
  "formula": "C4H6N2OS",
  "method": "ωB97M-V/def2-TZVPD",
  "gap_ha": 0.3459,
  "smiles": "C=N/N=C\\SCC=O",
  "total_charge": 0,
  "species": ["C", "N", "N", "C", "S", "C", "C", "O", "H", "H", "H", "H", "H", "H"],
  "xyz": [[-3.57270, 0.17650, -0.42887], [-2.38143, -0.22616, -0.23311], [-1.58820, 0.77662, 0.35708], [-0.37309, 0.41436, 0.54307], [0.27360, -1.07362, -0.07134], [2.02751, -0.83122, 0.36325], [2.70269, 0.14384, -0.58015], [2.87283, 1.29957, -0.25281], [-4.28522, -0.55445, -0.77876], [-3.86047, 1.19393, -0.12786], [0.34015, 1.14602, 0.98372], [2.07699, -0.38691, 1.36932], [2.51933, -1.80974, 0.33373], [3.24803, -0.26874, -1.47727]],
  "lowdin_charge": [-0.029, -0.104, -0.085, -0.491, 0.912, -0.449, -0.319, 0.034, 0.063, 0.077, 0.095, 0.087, 0.078, 0.131]
}

The evaluated electronic energy for the records listed, in turn: -7295.18885; -378.74708; -429.21271; -5581.06347; -6488.57206; -738.87580 Eh.